Record 1
C26H36N8O6 | the ωB97M-V functional and the def2-TZVPD basis

Results
Total charge: 0
LUMO level in eV: -0.16
Gap between HOMO and LUMO in eV: 7.22
Electronic energy in eV: -51743.694

Geometry (Å):
C -1.38894 2.44017 -5.18881
H 3.58075 2.49391 -1.73983
H -7.92781 2.48216 5.30221
C 3.46299 0.27126 -1.34288
C 3.50745 -10.64371 1.87136
N 2.34715 -0.40513 -0.65307
C 1.51900 -2.59742 -1.32046
N -3.34464 4.86355 4.75221
C -3.43656 -0.18497 4.25361
H 3.31050 -2.23918 -0.16926
C 0.19186 -3.26745 -0.76147
H 2.84579 -7.39801 1.00681
H -2.13957 3.04966 -4.65942
H -3.69843 -1.21913 4.03758
H -3.02883 -0.12302 5.26108
H -0.19228 -2.60185 0.02078
C 0.55069 2.73227 -1.32052
C -7.14888 4.32427 4.65823
C 2.19453 0.90732 -7.48464
O -0.79635 1.37873 -3.02427
O -1.79411 2.94057 -1.74324
C 1.00717 1.75585 -7.64173
C 1.35191 0.37329 -0.40270
O 5.09645 -0.30793 0.38104
H 3.53139 0.14749 -2.43618
C 4.56647 -9.64945 1.64651
C 3.05096 1.76372 -1.11350
H 3.98862 -6.05505 1.17642
H -8.12032 3.81939 6.45264
C 1.52244 1.54114 -1.41095
H -1.42359 2.50609 3.44569
H -1.84198 1.55034 -5.65201
H -4.51167 6.90304 2.64257
C -0.82989 3.36291 3.13402
N 0.07770 2.41932 -7.75567
C -0.78402 2.37626 -2.03560
C 2.31409 -1.77873 -0.20062
H -0.53157 3.92672 4.01548
C 4.89789 -0.00253 -0.80898
H -0.90135 3.03601 -5.98574
H -6.53058 3.06563 6.22209
H 3.11377 -10.54185 2.88116
N 1.29299 2.55384 1.83199
H 0.93759 3.65229 -1.77996
H -5.34223 5.36618 2.36507
H -0.51854 -3.72649 -1.44681
N 5.40277 -8.88295 1.47497
H 2.57538 0.99423 -6.46803
N 1.38147 -4.84553 -0.14549
C 3.27612 -6.53372 0.50691
H 1.93489 -0.13133 -7.68178
H 1.56443 0.99000 -2.36825
H 0.32566 2.87933 -0.25615
H 1.73885 -1.90051 0.72365
O 0.86077 2.15007 -4.40297
C -3.79929 5.28694 3.78587
H -3.71517 5.62079 1.70939
O 0.28768 -1.98767 -1.72420
H -1.43572 4.00029 2.49343
C -7.45081 3.36381 5.72427
H 0.56002 0.15092 0.31339
H 2.96753 1.22081 -8.18395
C -0.30415 1.98807 -4.20518
H 3.07155 2.06763 -0.05122
H 3.91105 -11.64665 1.74577
H 2.70007 -10.49273 1.15652
C 0.36093 2.90749 2.40277
C 2.21208 -5.58623 0.14600
H 2.09964 -3.17729 -2.06511
H -2.68213 0.14720 3.54249
N -6.90864 5.07697 3.82634
H 3.79904 -6.86316 -0.38906
N -5.56309 1.32711 4.06287
O 5.81059 0.12380 -1.64972
C -4.37891 5.82671 2.54980
C -4.63064 0.66414 4.14643

Mulliken population analysis, charges in e, atoms 1 to 8: number 1, C, carries -1.156; number 2, H, carries 0.398; number 3, H, carries 0.265; number 4, C, carries 0.409; number 5, C, carries -0.800; number 6, N, carries 0.668; number 7, C, carries 0.451; number 8, N, carries -0.462

---

Record 2
C26H37F4N7S2Tc | the ωB97M-V functional and the def2-TZVPD basis

Results
Multiplicity: 2
Total charge: +2
LUMO level (alpha / beta) in eV: -6.43 / -6.45
Gap between HOMO and LUMO (alpha / beta) in eV: 6.42 / 6.00
Expectation value of S²: 0.772
Electronic energy in eV: -72716.412
Energy relative to the best compared isomer or geometry (same formula, charge and spin) in kJ/mol: 140.2

Geometry (Å):
C -4.54396 -0.72330 -3.66719
H 1.72287 0.31031 0.71013
H 2.69975 -3.46098 -2.84552
C -3.55737 0.08095 -2.83491
H 5.11485 1.68291 1.15094
H 2.46971 -3.15018 1.16995
C 3.15515 -2.55044 1.76113
H 5.22582 0.15488 3.39790
H -0.27702 4.93485 -3.02393
H -3.79305 2.54274 -0.59800
H 3.84615 2.88089 0.91035
Tc -1.43672 0.55448 -0.63013
C -1.65644 -0.51779 2.06874
N 1.39639 0.45896 -2.31897
H -4.20029 4.88621 -1.28426
C -0.93544 3.12619 -2.07636
H 1.06643 2.69948 -2.91649
H -4.34565 -0.73672 -0.62550
H -0.45242 -1.95686 -4.22717
C -1.40609 -1.00107 4.44093
C -3.25979 4.41204 -1.52544
C 2.87330 -1.09374 1.60334
C 0.23378 2.33946 -2.32320
H -2.41441 6.12310 -2.52208
H -4.09816 0.79103 -2.20905
C 3.25951 1.25016 2.17698
H -0.57862 -0.29870 -3.65100
N -2.68911 -0.71177 -1.90919
C 3.72031 -0.58335 4.77726
F -0.59857 1.47043 1.28206
N 0.23585 1.12545 -1.84631
S 1.15300 -1.60247 -0.48748
F 0.24420 2.11124 3.73975
H 4.86234 -1.54140 3.19999
C -0.45291 0.98042 3.60065
H 3.57857 1.71601 3.10680
H -4.05697 -1.46840 -4.29530
H 2.91736 -1.32265 4.80650
C -2.81023 -1.87449 0.31012
H -5.07388 -0.04105 -4.33106
C -1.14832 -1.19548 -3.87391
H -1.82370 -0.97331 -4.69857
C -1.87396 -1.34348 3.17791
H 3.40539 -3.19537 -1.22211
H -4.04357 -2.29243 -1.41182
H -1.19747 -2.16867 -1.94602
N -1.90473 2.44874 -1.41559
C 3.46179 -2.93539 -2.27569
H 4.43720 -0.83121 5.55856
H -0.36166 0.41672 5.67984
C -1.89020 -1.72669 -2.66136
F -1.66277 -1.83508 5.44360
H 4.44048 -3.22282 -2.65677
N 1.91428 -0.68137 0.74628
H -3.53393 -2.22462 1.04478
N -2.04359 -0.71129 0.75687
H 2.18723 1.45180 2.10730
H -5.29263 -1.22407 -3.05508
H -2.13907 -2.71692 0.09521
H 3.78213 1.33424 0.05498
C -2.26465 5.09806 -2.21383
N 3.48266 -0.20157 2.34556
H -2.56337 -2.53141 -2.97047
S 3.38561 -1.15508 -2.55193
C -3.56602 -1.43795 -0.92738
C -0.69286 0.15846 4.68446
C 4.04385 1.81377 1.00057
C 1.85098 -0.66514 -1.86479
C 4.41885 -0.57712 3.42817
H 3.29519 0.39284 5.01221
C -1.08221 4.44557 -2.49309
C -0.91556 0.63544 2.35571
C -3.04594 3.10241 -1.14433
H 4.17591 -2.77080 1.44675
H 3.05396 -2.83223 2.80835
H -2.89564 0.66106 -3.47692
F -2.53189 -2.50641 3.04753

Mulliken population analysis, charges in e, atoms 1 to 8: number 1, C, carries -1.491; number 2, H, carries 0.008; number 3, H, carries 0.295; number 4, C, carries -0.751; number 5, H, carries 0.354; number 6, H, carries 0.484; number 7, C, carries -2.156; number 8, H, carries 0.388